137
Properties=species:S:1:pos:R:3:forces:R:3:lowdin_charge:R:1 method="wB97M-V/def2-TZVPD" energy_ha=-9462.25320 homo_ev=-5.30 molar_mass_da=1689.4 charge=-1
I -3.880 -1.171 -1.340 0.83 0.72 0.35 0.833
I -1.757 1.960 2.139 -0.39 -0.53 -0.35 0.987
Br 2.428 0.141 -3.047 -0.93 0.60 -0.06 0.628
Cl -0.250 -1.750 -0.394 0.59 1.55 0.36 0.545
Cl 1.303 2.384 0.118 -1.09 -0.59 -0.72 0.609
P -1.352 1.295 -1.718 -0.78 -0.62 -2.03 0.430
F 2.939 -6.995 7.388 0.06 -0.21 -0.09 0.074
F -7.712 -6.663 -2.711 -0.16 -0.14 0.10 0.077
F -6.851 -8.909 1.553 -0.03 -0.04 0.21 0.076
F 0.357 -5.760 4.191 -0.21 -0.07 0.12 0.067
F 10.303 5.896 -2.814 0.19 0.05 -0.04 0.076
F 2.657 2.144 -7.177 -0.01 -0.07 0.20 0.079
F -7.100 0.294 6.690 -0.21 0.01 0.02 0.076
F -1.724 5.108 4.882 0.20 0.07 -0.05 0.076
F 7.976 -1.828 2.072 0.24 0.02 -0.02 0.070
F 3.186 6.351 -4.060 -0.07 0.04 0.04 0.081
O 2.560 6.049 -8.434 0.39 -0.15 0.71 0.153
O -6.640 -10.731 0.251 0.65 0.03 -0.15 0.137
O -6.085 2.196 7.328 0.24 0.30 -0.55 0.141
O 2.475 6.352 -6.194 0.28 -0.59 -0.53 0.144
O 2.810 0.304 -8.459 0.72 -0.01 -0.32 0.143
O 4.852 -0.737 1.178 0.54 -0.28 -0.44 0.049
O 0.436 -5.097 8.761 0.24 -0.57 0.43 0.083
O -6.087 -11.962 -1.564 0.03 0.75 0.49 0.167
O 4.316 1.047 -9.965 -0.37 -0.53 0.26 0.072
O -6.109 -6.146 -1.221 -0.29 0.83 -0.08 0.094
O 1.410 -3.862 4.781 0.30 0.16 -0.60 0.117
O 3.038 -3.864 3.219 -0.32 0.31 0.58 0.072
O 9.159 5.247 -4.637 -0.35 0.61 -0.14 0.144
O 7.294 6.478 -4.345 0.42 -0.38 -0.35 0.070
O 6.613 -1.826 0.283 -0.17 0.61 0.17 0.138
O -5.129 -9.943 -1.226 -0.38 -0.60 0.31 0.081
O -5.587 -4.079 -1.962 -0.07 -0.68 0.44 0.010
O -4.456 3.758 7.481 -0.36 -0.65 -0.37 0.158
O 4.683 -1.641 -0.885 0.57 0.06 0.83 0.155
O -4.433 2.251 5.796 -0.41 0.38 0.61 0.072
O 1.795 -6.809 9.315 -0.59 0.15 -0.26 0.137
O 1.892 2.889 -3.054 -1.72 -4.66 -0.29 -0.118
O 7.381 4.944 -6.001 0.44 0.38 0.72 0.173
O -4.856 6.151 3.964 0.28 -0.18 -0.48 0.072
O -4.351 -5.038 -0.332 -0.74 -0.25 -0.61 0.168
O -3.054 5.129 3.070 -0.51 0.75 0.26 0.063
O -4.963 5.303 1.870 0.40 0.10 0.81 0.169
O 0.465 -5.870 10.885 0.36 -0.03 -0.84 0.170
O 3.312 -0.956 -10.270 0.08 0.77 0.43 0.163
O 3.068 -2.326 4.873 -0.32 -0.80 -0.32 0.172
O 4.038 4.994 -7.086 -0.57 0.37 -0.20 0.057
N -0.127 4.948 -1.914 -2.83 -2.62 1.16 0.094
N -2.695 1.301 -2.905 0.09 0.79 -0.49 -0.266
C 2.230 -5.006 2.986 0.34 -0.53 -0.90 -0.062
C -1.853 3.084 -1.289 -1.91 2.19 -0.33 -0.259
C 0.863 -5.919 9.760 -0.58 0.43 1.37 -0.534
C 7.896 5.502 -5.079 -0.80 -0.71 -1.01 -0.525
C -3.951 -0.248 1.653 0.46 0.65 0.49 -0.272
C -2.609 0.444 -0.476 -0.36 0.46 3.48 -0.715
C -4.945 2.820 6.922 0.85 0.83 0.48 -0.530
C -5.220 1.098 5.528 0.37 -0.47 -0.89 -0.062
C -2.613 5.864 4.194 0.53 -0.52 0.11 -0.318
C -5.952 -9.665 0.875 -0.48 0.20 0.30 -0.319
C -6.504 1.418 6.225 -0.33 -0.46 0.35 -0.320
C 3.462 0.040 -9.626 -0.19 -1.04 -0.92 -0.535
C 1.240 -5.384 7.624 -0.33 0.60 -0.76 -0.069
C -3.867 6.069 4.983 -0.36 0.33 0.84 -0.061
C -4.349 5.506 2.875 -0.83 -0.38 -1.19 -0.536
C 7.091 -1.070 1.377 0.37 -0.49 0.08 -0.324
C -2.823 0.631 0.883 -1.83 -2.31 -1.77 -0.820
C -6.633 -4.574 -2.788 -0.18 0.75 -0.64 -0.060
C -5.261 -5.082 -1.101 1.56 0.61 0.79 -0.531
C 8.173 6.784 -3.271 -0.45 0.68 0.60 -0.062
C 9.498 6.340 -3.808 0.46 -0.40 0.35 -0.324
C 3.529 1.363 -7.858 -0.60 0.28 0.53 -0.323
C -0.871 5.018 0.380 -0.87 0.48 -0.52 -0.131
C 3.003 5.561 -5.145 -0.27 0.21 0.77 -0.311
C 0.533 -0.156 -0.017 1.03 2.42 0.20 -0.703
C 4.103 2.094 -9.026 0.59 0.86 -0.27 -0.069
C 5.322 -1.424 0.100 -1.26 -0.26 -1.20 -0.528
C 5.854 -0.813 2.179 -0.32 0.44 0.84 -0.061
C 1.704 -6.778 7.905 0.61 -0.16 -0.03 -0.321
C 2.986 5.822 -7.339 -0.35 0.27 -1.11 -0.535
C 4.312 5.096 -5.694 0.74 -0.50 0.34 -0.071
C -5.965 -10.970 -0.909 -0.03 -1.01 -1.11 -0.535
C 2.555 -3.264 4.342 0.96 1.22 0.50 -0.529
C -5.375 -8.910 -0.279 0.53 0.67 -0.16 -0.065
C -0.276 1.813 -3.266 0.98 -1.48 -2.20 -0.275
C 0.154 1.129 -0.540 1.61 -4.17 2.43 -0.709
C 1.790 -0.333 0.998 -0.45 -0.05 -0.42 -0.182
C 0.965 -4.651 3.697 -0.52 -0.28 0.15 -0.312
C 1.278 1.787 -3.110 0.87 5.94 -0.34 -0.754
C -7.223 -5.659 -1.944 -0.21 -0.54 -0.26 -0.316
C -0.903 4.277 -1.069 2.00 2.93 1.10 -0.431
H -0.480 0.974 -4.043 0.15 1.03 1.51 0.088
H -7.993 -5.318 -1.246 -0.04 -0.17 -0.08 0.179
H 5.038 2.599 -8.778 -0.02 -0.15 -0.17 0.143
H 0.256 -4.076 3.094 -0.09 -0.15 0.09 0.183
H -2.695 0.526 -3.561 -0.43 0.13 0.46 0.001
H -4.724 0.216 5.941 -0.21 0.04 0.12 0.152
H -3.662 -1.360 1.663 -0.52 1.67 -0.23 0.058
H -2.472 3.439 -2.207 1.22 -0.82 1.22 0.104
H 1.549 0.148 2.017 0.36 -0.44 -1.65 0.076
H -5.207 -10.065 1.570 -0.17 0.06 0.11 0.175
H 10.021 7.099 -4.397 0.12 -0.10 0.11 0.176
H 8.153 7.849 -3.038 -0.15 -0.08 -0.18 0.144
H -4.093 5.227 5.642 0.29 0.00 -0.08 0.119
H -6.075 -8.190 -0.703 -0.04 -0.24 0.27 0.119
H -2.133 6.789 3.862 0.15 -0.13 0.04 0.177
H -4.023 0.083 2.737 0.23 -0.30 -1.23 0.008
H -1.862 4.867 0.941 1.69 -0.09 -0.66 0.023
H 2.303 4.756 -4.903 0.02 0.14 0.19 0.165
H 7.870 6.224 -2.382 0.23 -0.08 -0.07 0.152
H -4.994 -0.086 1.195 1.71 -0.39 0.50 0.049
H -7.214 1.990 5.621 -0.08 -0.13 0.11 0.178
H 4.618 4.134 -5.282 -0.08 0.01 -0.22 0.148
H 7.586 -0.166 1.011 0.14 -0.13 0.06 0.175
H -5.353 0.954 4.455 0.16 0.20 0.07 0.131
H -1.065 -0.036 -2.163 0.17 -0.09 0.53 -0.014
H -0.268 4.471 -2.814 0.51 0.19 -0.05 0.010
H -2.684 3.098 -0.485 1.60 -0.12 -0.88 0.071
H -0.806 6.157 0.207 0.04 -1.77 -0.05 0.072
H 4.276 0.956 -7.171 -0.17 0.05 0.12 0.179
H 0.659 -5.317 6.705 -0.09 0.06 0.25 0.121
H 2.065 -4.668 7.572 0.09 -0.22 0.01 0.152
H 1.018 -7.558 7.564 0.19 -0.05 -0.04 0.177
H 2.717 -5.890 3.407 -0.21 0.03 0.14 0.147
H -6.210 -4.950 -3.723 -0.11 -0.20 0.12 0.151
H -3.598 1.594 -2.546 0.09 -0.47 -0.39 0.003
H 0.042 4.741 0.993 -1.29 0.02 -0.67 0.036
H -7.354 -3.789 -3.020 0.20 0.06 0.14 0.147
H 5.913 0.116 2.747 -0.18 -0.02 -0.17 0.146
H 5.116 5.818 -5.536 -0.26 0.05 0.08 0.118
H 2.077 -5.166 1.918 0.12 0.21 0.07 0.149
H -3.840 6.983 5.578 -0.16 -0.01 -0.18 0.144
H 2.742 0.118 0.542 -1.71 -0.50 0.74 0.048
H 3.408 2.827 -9.446 -0.08 -0.07 0.22 0.150
H 2.034 -1.420 1.215 -0.59 1.16 -0.54 0.048
H -0.721 2.716 -3.826 1.41 -0.88 1.18 0.093
H 5.619 -1.631 2.866 0.21 -0.05 -0.09 0.144
H -4.453 -8.389 -0.017 -0.01 -0.12 -0.18 0.149